# 1
C3H4ClNS | ωB97M-V/def2-TZVPD

XYZ file:
```
10
Properties=species:S:1:pos:R:3
C 0.244 1.742 0.332
C -0.180 0.378 -0.173
C -1.017 -0.403 0.470
N 0.633 0.262 -1.217
S 1.366 1.690 -0.925
Cl -1.691 -1.910 0.487
H 0.077 2.354 1.203
H 0.796 -2.406 -0.531
H -1.508 0.338 1.200
H 1.281 -2.045 -0.846
```

Output
Energy relative to the best compared isomer or geometry (same formula, charge and spin) ... 465.7 kJ/mol
DFT total energy ... -28018.2761 eV
Net charge ... 0
HOMO (alpha / beta) ... -0.3075 / -0.3098 Ha
F_max ... 5.0 eV/Å
E_LUMO (alpha / beta) ... -0.04292 / -0.04604 Ha
HOMO-LUMO gap (alpha / beta) ... 7.2 / 7.2 eV



# 2
C3H4CoO2 | ωB97M-V/def2-TZVPD

XYZ file:
```
10
Properties=species:S:1:pos:R:3
C 0.626 0.420 0.130
C 1.358 -0.111 -0.971
H 2.427 -0.324 -0.864
H 0.886 0.192 -1.919
C 0.138 -1.307 -0.398
O 0.304 -2.327 0.265
Co -0.432 -4.017 0.431
H -0.768 -1.179 -1.016
O 1.344 0.646 1.210
H 0.989 0.144 1.958
```

Output
<S²> ... 6.03
Energy relative to the best compared isomer or geometry (same formula, charge and spin) ... 211.6 kJ/mol
DFT total energy ... -44883.5248 eV
Net charge ... +1
HOMO (alpha / beta) ... -0.4301 / -0.5016 Ha
Spin multiplicity ... 5
F_max ... 4.3 eV/Å
E_LUMO (alpha / beta) ... -0.19499 / -0.22526 Ha
HOMO-LUMO gap (alpha / beta) ... 6.4 / 7.5 eV



Question: The lowest F_max belongs to which entry?
Answer: C3H4CoO2